[1]
Below is C40H34Cl2F6N5O3PSY as an isolated structure, with properties calculated with wB97M-V/def2-TZVPD.

Last column: Mulliken charge in e.
Cartesian coordinates (Å):
1 Y -0.330 -0.131 -0.426  0.51
2 N 1.955 -4.069 -0.844  0.14
3 C 2.065 -4.090 0.540  0.86
4 C 2.603 -5.019 1.421  -1.27
5 C 2.535 -4.701 2.762  -0.64
6 C 1.950 -3.505 3.209  -1.22
7 C 1.418 -2.588 2.326  -0.41
8 C 1.485 -2.894 0.969  -0.91
9 N 1.042 -2.176 -0.140  2.75
10 C 1.343 -2.915 -1.188  -0.88
11 C 1.055 -2.471 -2.545  -0.60
12 C 1.290 -3.090 -3.732  -0.28
13 S 0.781 -2.077 -5.008  -0.20
14 C 0.286 -0.899 -3.879  -0.50
15 N 0.483 -1.228 -2.639  0.95
16 H 2.278 -4.776 -1.481  0.23
17 H 3.051 -5.943 1.082  0.48
18 H 2.940 -5.391 3.490  0.43
19 H 1.914 -3.304 4.271  0.50
20 H 0.955 -1.675 2.674  0.37
21 H 1.726 -4.057 -3.920  0.45
22 H -0.169 0.039 -4.165  0.25
23 N 0.936 1.049 1.451  -0.21
24 C 2.368 1.037 1.559  -0.01
25 C 2.968 0.874 2.801  -0.34
26 C 4.349 0.837 2.906  -0.84
27 C 5.141 0.979 1.775  -0.83
28 C 4.542 1.141 0.537  -0.72
29 C 3.154 1.159 0.410  -0.28
30 P 2.298 1.243 -1.192  2.50
31 C 3.526 0.610 -2.375  0.05
32 C 4.052 1.366 -3.416  -0.75
33 C 4.955 0.798 -4.307  -0.66
34 C 5.346 -0.524 -4.159  -0.74
35 C 4.836 -1.281 -3.112  -0.71
36 C 3.927 -0.720 -2.231  -0.22
37 C 2.123 3.012 -1.552  0.24
38 C 1.440 3.386 -2.710  -0.40
39 C 1.210 4.724 -2.985  -0.63
40 C 1.639 5.701 -2.094  -0.69
41 C 2.308 5.335 -0.938  -0.78
42 C 2.556 3.994 -0.668  -0.64
43 H 0.504 0.897 2.358  0.18
44 H 0.579 1.950 1.124  0.28
45 H 2.351 0.785 3.687  0.59
46 H 4.807 0.706 3.877  0.43
47 H 6.219 0.960 1.857  0.47
48 H 5.155 1.238 -0.351  0.52
49 H 3.765 2.403 -3.537  0.41
50 H 5.358 1.397 -5.113  0.45
51 H 6.055 -0.961 -4.850  0.41
52 H 5.154 -2.308 -2.979  0.48
53 H 3.547 -1.308 -1.402  0.42
54 H 1.077 2.631 -3.399  0.59
55 H 0.682 5.003 -3.887  0.47
56 H 1.451 6.745 -2.304  0.41
57 H 2.646 6.091 -0.242  0.44
58 H 3.091 3.722 0.234  0.44
59 C -4.302 -0.386 1.533  -1.82
60 C -2.871 0.059 1.832  0.99
61 O -2.102 0.054 0.709  0.51
62 C -2.253 -0.915 2.867  0.29
63 F -1.985 -2.098 2.279  -0.23
64 F -3.039 -1.162 3.913  -0.30
65 F -1.066 -0.469 3.354  -0.26
66 C -2.887 1.489 2.422  0.49
67 F -3.442 1.526 3.644  -0.29
68 F -1.647 2.005 2.533  -0.20
69 F -3.581 2.311 1.631  -0.24
70 H -4.278 -1.427 1.209  0.32
71 H -4.673 0.224 0.713  0.34
72 H -4.964 -0.292 2.392  0.40
73 Cl -3.867 2.785 -1.797  -0.16
74 C -2.204 3.182 -2.257  0.11
75 Cl -2.017 3.224 -4.016  -0.17
76 C -1.297 2.135 -1.620  -0.17
77 O -0.790 2.374 -0.513  -0.46
78 O -1.132 1.027 -2.219  0.12
79 H -1.966 4.164 -1.864  0.42
80 C -5.492 -4.379 -1.806  -1.52
81 C -4.254 -3.552 -1.629  1.18
82 C -4.064 -2.358 -2.315  -1.21
83 C -2.908 -1.626 -2.114  -0.58
84 N -1.937 -2.013 -1.284  0.81
85 C -2.114 -3.161 -0.622  -0.44
86 C -3.237 -3.951 -0.764  -1.06
87 H -6.234 -3.859 -2.408  0.37
88 H -5.935 -4.619 -0.839  0.37
89 H -5.253 -5.323 -2.298  0.33
90 H -4.818 -1.986 -2.997  0.40
91 H -2.753 -0.681 -2.623  0.48
92 H -1.327 -3.452 0.066  0.37
93 H -3.323 -4.865 -0.192  0.44

Summary:
* total charge: +1
* gap between HOMO and LUMO: 8.148 eV
* HOMO energy: -10.9 eV
* energy: -118146.8315 eV
* LUMO energy: -2.743 eV


[2]
Below is an isolated ion of composition C4H12NO and charge +1 at a distorted geometry, with properties calculated with wB97M-V/def2-TZVPD.

Last column: Mulliken charge in e.
Cartesian coordinates (Å):
1 C -0.367 1.073 1.227  -0.56
2 O -1.243 0.122 1.860  -0.59
3 C 0.346 0.041 0.139  0.01
4 C 0.089 0.370 -1.313  -0.99
5 C 1.131 0.007 -2.521  -0.95
6 N 0.040 -1.443 0.502  -0.29
7 H 0.235 1.489 1.911  0.41
8 H -0.905 1.801 0.635  0.34
9 H -1.685 0.456 2.636  0.33
10 H 1.418 0.140 0.310  0.38
11 H 0.187 1.430 -1.436  0.43
12 H -0.959 0.148 -1.440  0.51
13 H 1.694 -0.972 -2.381  0.29
14 H 1.993 0.697 -2.330  0.30
15 H 0.341 0.169 -3.344  0.31
16 H -0.657 -2.139 0.044  0.36
17 H 0.964 -1.654 0.262  0.38
18 H -0.164 -1.391 1.544  0.35

Summary:
* total charge: +1
* gap between HOMO and LUMO: 11.983 eV
* HOMO energy: -15.3 eV
* energy: -7871.4592 eV
* LUMO energy: -3.358 eV